Entry 1:
# C4H9N3O

One molecule with the formula C4H9N3O at a distorted geometry (ωB97M-V with the def2-TZVPD basis set, the OMol25 dataset).

HOMO energy: -8.64 eV
Energy: -397.268544 hartree
Structure (SMILES): CN(C)C(=O)/N=C\N
Orbital gap: 9.26 eV
Molecular weight: 115.14 Da

Geometry (Å):
C: 0.70175 -0.62331 1.62470
N: 0.25736 -0.50281 0.24187
C: 1.16338 -1.01778 -0.76970
C: -1.16791 -0.71828 -0.02125
O: -1.60679 -1.66299 -0.64682
N: -1.82112 0.38628 0.38006
C: -1.06192 1.43177 0.04966
N: -0.87250 1.90353 -1.21089
H: 0.42072 -1.59662 2.03624
H: 1.78408 -0.49466 1.69886
H: 0.23335 0.16079 2.22441
H: 0.88134 -0.59488 -1.73764
H: 2.19967 -0.77535 -0.52401
H: 1.08049 -2.10498 -0.84365
H: -0.96895 2.22460 0.80584
H: -0.86151 1.22183 -1.95915
H: -0.36146 2.76286 -1.34853

Atoms 1-3, force components in eV/Å:
-0.4 0.1 0.0
0.6 0.2 -0.5
-0.4 -0.8 0.2

Entry 2:
# C4H9N3O

One molecule with the formula C4H9N3O at a distorted geometry (ωB97M-V with the def2-TZVPD basis set, the OMol25 dataset).

HOMO energy: -8.96 eV
Energy: -397.282238 hartree
Structure (SMILES): CN(C=O)[C@H]1N[C@H]1N
Orbital gap: 9.80 eV
Molecular weight: 115.14 Da

Geometry (Å):
C: 1.40166 0.94083 0.72363
N: 0.75361 -0.28547 0.30325
C: 1.51286 -1.35362 -0.02682
O: 2.71903 -1.36022 -0.09455
C: -0.67582 -0.49220 0.63760
N: -1.55818 0.61359 0.80751
C: -1.68256 -0.26040 -0.43193
N: -1.26804 0.11691 -1.71632
H: 1.26805 1.73933 -0.01823
H: 2.46846 0.73186 0.82585
H: 1.00870 1.27825 1.67947
H: 0.89681 -2.23652 -0.26390
H: -0.83377 -1.30875 1.33824
H: -1.15800 1.51675 0.57482
H: -2.59185 -0.85238 -0.42742
H: -0.32460 0.50421 -1.71480
H: -1.93636 0.70785 -2.19641

Atoms 1-3, force components in eV/Å:
0.3 0.2 -0.1
-1.2 0.4 0.6
-0.2 -0.4 -0.2

Entry 3:
# C4H9N3O

One molecule with the formula C4H9N3O at a distorted geometry (ωB97M-V with the def2-TZVPD basis set, the OMol25 dataset).

HOMO energy: -9.54 eV
Energy: -397.159809 hartree
Structure (SMILES): [H]/N=C(/N)N1CCCO1
Orbital gap: 10.44 eV
Molecular weight: 115.14 Da

Geometry (Å):
H: -0.30807 1.38077 -1.76463
N: -1.19837 1.36241 -1.14228
C: -1.11907 0.19555 -0.63988
N: -2.19034 -0.51836 -0.10132
N: -0.11236 -0.98205 -0.70660
C: 0.34688 -1.13906 0.71828
C: 0.89681 0.24918 1.19245
C: 1.44113 0.74228 -0.25703
O: 1.05408 -0.23218 -1.33761
H: -2.41999 -1.38406 -0.62758
H: -2.97608 0.22484 -0.27801
H: -0.37193 -1.59206 1.59247
H: 1.17819 -1.89776 0.56485
H: 1.90861 0.31205 1.85052
H: 0.14680 0.93441 1.67738
H: 2.60295 0.50053 -0.23535
H: 1.12077 1.84352 -0.50566

Atoms 1-3, force components in eV/Å:
-1.6 0.6 1.4
2.5 -1.6 -1.1
-1.1 -3.9 -1.3

Entry 4:
# C4H9N3O2

One molecule with the formula C4H9N3O2 at a distorted geometry (ωB97M-V with the def2-TZVPD basis set, the OMol25 dataset).

HOMO energy: -8.87 eV
Energy: -472.303114 hartree
Structure (SMILES): CCN1[C@@H](C)ON1N=O
Orbital gap: 9.56 eV
Molecular weight: 131.14 Da

Geometry (Å):
C: 0.87746 1.54261 0.08604
C: -0.60481 1.31613 -0.32152
N: -1.15888 0.17917 0.27647
C: -0.95093 -1.15796 -0.31490
C: -0.22831 -2.11747 0.49255
O: -2.41480 -1.39177 -0.45648
N: -2.67603 -0.02732 -0.14422
N: -3.59915 0.70412 0.20486
O: -4.77740 0.48216 0.22801
H: 1.54433 0.87332 -0.50386
H: 1.10260 2.53380 0.17237
H: 1.08435 1.27474 1.18869
H: -1.04929 2.15817 0.15932
H: -0.77946 1.28106 -1.42624
H: -0.58728 -1.00756 -1.34953
H: 0.00889 -3.09678 0.14483
H: -0.48694 -2.15606 1.53716
H: 0.72728 -1.73214 0.57912

Atoms 1-3, force components in eV/Å:
-0.2 -4.3 1.4
1.5 1.0 -0.7
-3.5 -1.7 1.0

Entry 5:
# C4H9N3O2

One molecule with the formula C4H9N3O2 at a distorted geometry (ωB97M-V with the def2-TZVPD basis set, the OMol25 dataset).

HOMO energy: -9.14 eV
Energy: -472.378628 hartree
Structure (SMILES): O=NN(O)N1CCCC1
Orbital gap: 10.08 eV
Molecular weight: 131.13 Da

Geometry (Å):
O: -0.05092 -2.52775 1.81892
N: -0.07997 -1.90851 0.73529
N: 0.93810 -1.11752 0.63247
O: 1.92486 -1.23566 1.56232
N: 0.99060 0.02112 -0.09893
C: 0.44092 0.06375 -1.46112
C: -0.99516 0.59389 -1.35598
C: -1.18206 0.87620 0.13165
C: 0.25834 1.14320 0.60153
H: 1.52101 -1.90365 2.19778
H: 0.47857 -0.98451 -1.79968
H: 1.02564 0.62685 -2.15213
H: -1.67700 -0.18896 -1.82510
H: -1.10507 1.46496 -1.99301
H: -1.52691 -0.00490 0.68707
H: -1.78487 1.77868 0.38401
H: 0.54496 2.11711 0.23905
H: 0.27897 1.18568 1.69588

Atoms 1-3, force components in eV/Å:
-0.1 -1.0 -0.7
-0.5 0.7 1.2
0.2 -0.8 -0.5

Entry 6:
# C4H9N3O2

One molecule with the formula C4H9N3O2 at a distorted geometry (ωB97M-V with the def2-TZVPD basis set, the OMol25 dataset).

HOMO energy: -8.63 eV
Energy: -472.374578 hartree
Structure (SMILES): C=C(C(=O)NO)N(C)N
Orbital gap: 9.24 eV
Molecular weight: 131.14 Da

Geometry (Å):
C: -0.89845 -1.52509 -1.30944
C: -0.67895 -0.40545 -0.63940
C: 0.34507 0.67377 -0.80865
O: 0.05097 1.87090 -0.97279
N: 1.50935 0.15773 -1.42616
O: 2.38466 1.15793 -1.90166
N: -0.49376 -0.07872 0.91431
C: -0.73387 1.15860 1.66135
N: -0.36909 -1.22321 1.74171
H: -1.47674 -2.32334 -0.85579
H: -0.52129 -1.65070 -2.32061
H: 1.96655 -0.66708 -1.05423
H: 1.82852 1.96555 -1.78185
H: -1.35151 1.84695 1.08104
H: 0.22000 1.64876 1.88729
H: -1.22988 0.96410 2.61649
H: 0.54353 -1.66423 1.63273
H: -1.09511 -1.90649 1.53566

Atoms 1-3, force components in eV/Å:
-0.5 0.1 0.8
2.8 2.4 4.2
-0.9 0.0 -5.4

Entry 7:
# C4H9N3O2Si

A 2-piece molecular cluster, C4H9N3O2Si overall at a distorted geometry (ωB97M-V with the def2-TZVPD basis set, the OMol25 dataset).

HOMO energy: -9.67 eV
Energy: -762.044761 hartree
Orbital gap: 10.30 eV
Molecular weight: 159.22 Da

Geometry (Å):
C: 2.82276 1.30813 -0.00659
C: -0.65950 1.08398 1.32777
C: -1.33993 0.33342 -1.92794
C: -1.29353 -1.84055 0.24750
N: 1.14678 -0.40398 -0.30873
N: 1.96151 -0.75470 0.46450
N: 2.81861 -1.11952 1.08338
O: 2.53164 1.66920 1.03846
O: 3.19040 1.00202 -1.02849
Si: -0.54210 -0.09332 -0.19941
H: -1.72252 1.19657 1.71378
H: -0.05469 0.49679 2.07021
H: -0.15860 1.94393 1.18526
H: -2.24319 0.81419 -1.71039
H: -0.73267 1.09331 -2.42467
H: -1.49551 -0.51281 -2.54055
H: -2.29154 -1.74211 -0.13738
H: -0.68871 -2.57378 -0.21226
H: -1.24919 -1.90078 1.36558

Atoms 1-3, force components in eV/Å:
0.6 1.7 1.0
-2.3 -4.2 0.3
2.5 0.9 1.9

Entry 8:
# C4H9N3S

One molecule with the formula C4H9N3S (ωB97M-V with the def2-TZVPD basis set, the OMol25 dataset).

HOMO energy: -7.93 eV
Energy: -720.239682 hartree
Structure (SMILES): CC(/C=N\S)=C(N)N
Orbital gap: 8.67 eV
Molecular weight: 131.20 Da

Geometry (Å):
C: -1.44417 -1.99719 0.32016
C: -0.79630 -0.65084 0.09737
C: -0.63373 0.18949 1.29798
N: 0.34695 0.88689 1.72972
S: 1.86177 0.92273 0.96362
C: -0.53230 -0.18975 -1.15073
N: -0.53797 -0.97278 -2.29154
N: -0.27451 1.15057 -1.45524
H: -2.04534 -1.99322 1.24609
H: -0.69287 -2.79094 0.45222
H: -2.12909 -2.26510 -0.50608
H: -1.49882 0.20723 1.94735
H: 1.73138 -0.06895 0.10287
H: -0.81657 -1.93854 -2.12842
H: -0.97999 -0.54177 -3.10119
H: 0.51911 1.30685 -2.07523
H: -0.17856 1.75783 -0.62474

Atoms 1-3, force components in eV/Å:
-0.1 -0.1 0.1
0.0 0.1 0.2
0.1 -0.1 -0.5

Entry 9:
# C4H9N3S

One molecule with the formula C4H9N3S (ωB97M-V with the def2-TZVPD basis set, the OMol25 dataset).

HOMO energy: -8.10 eV
Energy: -720.258602 hartree
Structure (SMILES): NC(=S)N1CC(N)C1
Orbital gap: 8.86 eV
Molecular weight: 131.20 Da

Geometry (Å):
N: 0.25521 -2.11544 1.71998
C: 0.59408 -0.79097 1.66986
S: 1.29534 0.01479 2.95562
N: 0.28256 -0.18063 0.51142
C: -0.62130 -0.56930 -0.57510
C: -0.69561 0.91741 -1.00248
N: -0.24807 1.15103 -2.34507
C: 0.25516 1.24106 0.21278
H: 0.15913 -2.61868 0.85620
H: 0.65045 -2.64116 2.49258
H: -1.54954 -1.01442 -0.22948
H: -0.14411 -1.23113 -1.32757
H: -1.69249 1.35608 -0.89628
H: 0.71279 0.86830 -2.44923
H: -0.29478 2.14199 -2.57826
H: -0.19227 1.83585 1.04735
H: 1.23344 1.63523 -0.06231

Atoms 1-3, force components in eV/Å:
0.2 -0.1 0.3
0.0 0.1 -0.1
-0.1 -0.1 -0.2

Entry 10:
# C4H9N4

An isolated ion of composition C4H9N4 and charge +1 at a distorted geometry (ωB97M-V with the def2-TZVPD basis set, the OMol25 dataset).

HOMO energy: -13.25 eV
Energy: -376.507515 hartree
Net charge: +1
Structure (SMILES): CNN1C=NC=[NH+]C1
Orbital gap: 8.30 eV
Molecular weight: 113.14 Da

Geometry (Å):
C: 2.32549 0.76131 0.25999
N: 1.56896 -0.25374 -0.42578
N: 0.19275 -0.08931 -0.23413
C: -0.33363 1.22887 -0.27261
N: -1.63712 1.43061 -0.13405
C: -2.38677 0.39979 0.02893
N: -1.94090 -0.84302 0.18514
C: -0.59273 -1.23196 -0.24689
H: 1.77353 1.11273 1.11105
H: 3.12212 0.18776 0.63756
H: 2.53370 1.45970 -0.46796
H: 1.85994 -1.26332 -0.19274
H: 0.33879 2.00077 -0.13778
H: -3.47382 0.44338 0.22872
H: -2.59341 -1.61504 0.35533
H: -0.51842 -1.78698 -1.15674
H: -0.23850 -1.94155 0.46197

Atoms 1-3, force components in eV/Å:
-0.7 -1.9 0.7
-0.9 -2.9 0.1
0.6 5.8 -0.6

Entry 11:
# C4H9N4O2

An isolated ion of composition C4H9N4O2 and charge +1 at a distorted geometry (ωB97M-V with the def2-TZVPD basis set, the OMol25 dataset).

HOMO energy: -12.85 eV
Energy: -526.840877 hartree
Net charge: +1
Structure (SMILES): NN1CCN=C1C[N+](=O)O
Orbital gap: 6.28 eV
Molecular weight: 145.14 Da

Geometry (Å):
N: -0.12615 -1.92164 0.17532
N: -0.56915 -0.56390 -0.05945
C: -1.99560 -0.21796 -0.34132
C: -2.02377 1.29888 -0.51979
N: -0.61855 1.69515 -0.04843
C: 0.05396 0.62659 0.12035
C: 1.71548 0.83951 0.70541
N: 2.63331 0.14615 -0.13761
O: 3.58580 0.76227 -0.61783
O: 2.55128 -1.12628 -0.31432
H: -0.40713 -2.53943 -0.59491
H: -0.55841 -2.21080 1.07477
H: -2.60788 -0.52222 0.53549
H: -2.27332 -0.72224 -1.29433
H: -2.10338 1.68016 -1.58473
H: -2.65544 1.90852 0.28955
H: 1.90907 1.93833 0.81628
H: 1.75562 0.53163 1.78216
H: 1.73426 -1.60271 0.01339

Atoms 1-3, force components in eV/Å:
0.1 1.8 0.9
-0.6 -1.3 -0.7
-0.7 -1.1 -0.4

Entry 12:
# C4H9N4O3

A 2-piece molecular cluster, C4H9N4O3 overall at a distorted geometry (ωB97M-V with the def2-TZVPD basis set, the OMol25 dataset).

HOMO energy: -14.73 eV
Energy: -602.351558 hartree
Net charge: +1
Orbital gap: 10.72 eV
Molecular weight: 161.14 Da

Geometry (Å):
C: 0.99363 -1.43625 -0.07969
C: 1.90474 0.80001 -0.05576
C: -0.25480 -0.93379 -0.85135
C: -0.53862 0.50565 -0.53287
N: 1.96366 -0.54861 0.19069
N: 0.60561 1.31964 -0.35948
N: -1.75927 0.99342 -0.86556
N: -0.86732 0.38506 1.61345
O: 1.02036 -2.52755 0.38074
O: 2.80096 1.55126 0.12956
O: -1.35302 -1.67729 -0.58459
H: 0.07497 -0.85686 -1.95033
H: 2.82407 -0.80200 0.52012
H: 0.50192 2.30515 -0.49155
H: -2.35616 0.30256 -1.16076
H: -1.80151 1.96084 -1.23362
H: -0.15977 0.98246 2.06174
H: -0.77116 -0.55845 2.01174
H: -1.70143 0.81477 2.04143
H: -1.12685 -2.58002 -0.78391

Atoms 1-3, force components in eV/Å:
-1.4 0.1 0.5
-1.4 1.0 0.3
1.9 1.2 -0.5

Entry 13:
# C4H9N4O4

A 4-piece molecular cluster, C4H9N4O4 overall at a distorted geometry (ωB97M-V with the def2-TZVPD basis set, the OMol25 dataset).

HOMO energy (spin up / spin down): -11.10 / -11.12 eV
Energy: -677.285489 hartree
Net charge: +1
Orbital gap (spin up / spin down): 5.41 / 5.48 eV
Molecular weight: 177.14 Da

Geometry (Å):
C: 1.49218 -0.68903 0.06022
C: 0.38609 -2.64997 2.90762
C: -0.43760 3.11678 2.02222
C: 0.58025 -1.57003 -4.63544
N: -0.34372 1.88115 2.34224
N: 1.95308 -1.39246 -0.81560
N: -0.84331 1.28363 3.44021
N: 1.80236 -2.39479 -1.54437
O: 1.02522 -3.59377 2.92657
O: 1.17762 0.22968 0.70989
O: -0.17307 -1.65779 3.12237
O: 1.12716 -0.97346 -3.55281
H: -0.12053 3.24927 1.02458
H: -0.75908 3.86481 2.81645
H: 1.36730 -2.16806 -5.08687
H: 0.19278 -0.91725 -5.43933
H: -0.15628 -2.11876 -4.24233
H: 0.14451 1.14663 1.79734
H: -1.20715 1.86325 4.16593
H: -0.50573 0.37113 3.53135
H: 2.64674 -2.61706 -2.06551

Atoms 1-3, force components in eV/Å:
0.5 -1.2 -2.7
0.3 0.5 1.7
0.0 -0.4 1.7

Entry 14:
# C4H9N5

C4H9N5 as an isolated structure at a distorted geometry (ωB97M-V with the def2-TZVPD basis set, the OMol25 dataset).

HOMO energy: -7.46 eV
Energy: -431.427861 hartree
Orbital gap: 8.49 eV
Molecular weight: 127.15 Da

Geometry (Å):
C: -1.40274 0.98895 -0.80418
C: 0.74532 0.15850 0.16921
C: -2.04940 -0.91550 0.56209
C: 2.08591 1.63761 -1.04958
N: -0.36245 1.68038 -1.14611
N: 1.32058 -0.71502 0.87598
N: -1.13987 -0.07530 -0.10614
N: 0.81272 1.09511 -0.70300
N: 0.71708 -1.99284 1.25616
H: -2.38225 1.24144 -1.12402
H: -2.22088 -0.41095 1.59790
H: -2.93403 -1.10729 0.02608
H: -1.48864 -1.76838 0.86018
H: 1.93669 2.68557 -1.40221
H: 2.83269 1.63153 -0.24328
H: 2.45243 1.17134 -1.92439
H: 1.44120 -2.75485 1.14724
H: 0.46674 -1.88733 2.18694

Atoms 1-3, force components in eV/Å:
1.9 -0.5 0.2
-4.6 -5.5 1.3
1.0 1.5 3.6

Entry 15:
# C4H9NO

An isolated ion of composition C4H9NO and charge -1 at a distorted geometry (ωB97M-V with the def2-TZVPD basis set, the OMol25 dataset).

HOMO energy (spin up / spin down): 1.16 / -3.30 eV
Energy: -287.669697 hartree
Net charge: -1
Orbital gap (spin up / spin down): 3.00 / 7.34 eV
Spin multiplicity: 2
Molecular weight: 87.12 Da
⟨S²⟩: 0.7525

Geometry (Å):
O: -1.08104 -0.40443 2.07267
C: -1.47648 -0.00947 1.00285
C: -0.61816 0.35647 -0.11383
C: 0.41268 -0.85117 -0.14989
C: 1.39777 -0.67861 -1.25227
N: -0.30987 1.74148 0.39484
H: -2.59610 0.17557 0.91763
H: -1.21866 0.43894 -0.98344
H: -0.21107 -1.80819 -0.21958
H: 0.94556 -0.92818 0.99182
H: 0.78024 -0.20172 -2.09248
H: 2.07112 0.13296 -1.04474
H: 1.90037 -1.59285 -1.52788
H: 0.72745 1.69092 0.52259
H: -0.72382 1.93828 1.48172

Atoms 1-3, force components in eV/Å:
2.1 -1.5 4.4
-5.5 -0.6 -2.5
-0.4 -0.8 2.9

The energy above the lowest of the compared OMol25 structures with the same formula, charge and spin results, record by record, are as follows: 215.55 179.60 501.04 762.74 564.48 575.11 62.74 88.40 38.73 261.19 591.76 0.00 408.45 471.06 198.18 kJ/mol.